[1]
ORCA calculation (the ωB97M-V functional and the def2-TZVPD basis) on the ion C4H9N2OS with charge +1 at a distorted geometry.

```
! wB97M-V def2-TZVPD RIJCOSX def2/J DEFGRID3
* xyz 1 1
H -2.14389 0.87995 -0.89936
C -0.59776 -0.83555 1.40969
H 0.48276 1.98894 -2.00142
O 1.49182 -1.28026 -0.42638
H -0.95276 2.18512 -0.40912
C -1.15823 1.12013 -0.36545
C 0.39204 -0.62444 -0.12404
N 0.36561 -1.20146 2.34438
H -0.08109 -1.14143 3.25596
C 0.62406 0.90370 -2.00417
N -0.00831 0.41212 -0.80232
H 1.13906 -0.50129 2.33471
S -1.33844 0.82182 1.37821
H 1.55105 -2.24552 0.04564
H 1.54282 0.55909 -2.29009
H -1.28568 -1.61441 1.29360
H -0.02306 0.57348 -2.73982
*
```

For the HOMO-LUMO gap, the calculation gives 0.359 hartree. The calculation puts the HOMO energy at -0.4942 hartree. The LUMO energy comes out at -3.67 eV. As for the SMILES: C[N+]1=C(O)[C@@H](N)SC1.

---

[2]
ORCA calculation (the ωB97M-V functional and the def2-TZVPD basis) on the molecule C4H9N2P at a distorted geometry.

```
! wB97M-V def2-TZVPD RIJCOSX def2/J DEFGRID3
* xyz 0 3
H 0.87679 -0.32711 1.45723
H 2.04746 1.15765 -0.94292
P -0.21850 1.66509 -0.13872
C -0.86847 0.00475 -0.59651
H -3.81543 -0.38383 0.82665
C 1.60537 1.04064 0.03732
H -1.39079 -0.00440 -1.82668
C 0.34823 -1.03912 -0.54473
C 1.37446 -0.45369 0.45294
N -1.85534 -0.30563 0.45103
H 0.92642 -0.96148 -1.50906
H 2.27392 1.55611 0.77117
H 2.33387 -1.08609 0.36026
H 0.05318 -1.98481 -0.19450
H -0.61660 1.45437 1.28029
N -3.07457 -0.33245 0.11625
*
```

For the HOMO-LUMO gap (spin up / spin down), the calculation gives 0.295 / 0.285 hartree. The calculation puts the HOMO energy (spin up / spin down) at -0.2538 / -0.3331 hartree. The LUMO energy (spin up / spin down) comes out at 1.12 / -1.32 eV. Its expectation value of S² is 2.01.

---

[3]
ORCA calculation (the ωB97M-V functional and the def2-TZVPD basis) on a structure of composition C4H9N2S at a distorted geometry.

```
! wB97M-V def2-TZVPD RIJCOSX def2/J DEFGRID3
* xyz 1 1
C -1.36116 -0.28312 -1.30508
H 2.94024 1.53173 0.35120
C -1.38279 -0.36765 1.27994
N 0.47531 0.88127 0.03803
H -2.21030 0.36526 -1.37738
S 0.91522 -1.42073 -0.05777
H 3.44426 -0.13309 -0.21986
H -2.06652 0.48155 1.44722
H -1.84445 -1.43432 1.43817
N 2.81661 0.56160 0.04502
H 0.22104 1.89451 0.07291
C -0.63715 -0.42189 0.00789
H -0.62950 -0.49383 1.95557
H -0.59912 -0.01503 -2.06789
C 1.57768 0.13349 -0.05179
H -1.65937 -1.27977 -1.55618
*
```

For the HOMO-LUMO gap, the calculation gives 0.409 hartree. The calculation puts the HOMO energy at -0.5345 hartree. The LUMO energy comes out at -3.42 eV.